DFT (the ωB97M-V functional and the def2-TZVPD basis) results for a gas-phase ion, C7H9N2 (charge +1) at a distorted geometry.

Output
Kohn-Sham gap: 8.3 eV
SMILES: C=C1[NH+]=CN=CC=C1C
E: -10376.1313 eV
HOMO level: -13.70 eV
net charge: +1
ΔE to the lowest compared entry with this formula, charge and spin: 2.392 eV

Geometry as XYZ:
```
18
C7H9N2, DFT the ωB97M-V functional and the def2-TZVPD basis
C -0.992 -1.209 -1.483
C -0.303 -0.803 -0.427
N 0.872 -1.573 -0.012
C 2.059 -1.038 0.378
N 2.411 0.144 0.060
C 1.744 1.252 -0.095
C 0.401 1.473 0.462
C -0.552 0.522 0.310
C -1.917 0.860 0.712
H -0.789 -2.095 -2.107
H -1.867 -0.518 -1.608
H 0.717 -2.534 0.111
H 2.886 -1.787 0.753
H 2.270 2.139 -0.520
H 0.068 2.444 0.884
H -2.450 -0.122 0.979
H -2.634 1.337 0.009
H -1.923 1.510 1.591
```